Entry from OMol25: a cluster of 9 separate species, C66H151N9O14 in total (ωB97M-V with the def2-TZVPD basis set).

relative energy (zero: lowest compared OMol25 entry of this formula, charge and spin)	0.000	eV
SMILES	CC1(C)CCCC(C)(C)N1O.CC1(C)CCCC(C)(C)N1O.CC1(C)CCCC(C)(C)N1O.CC1(C)CCCC(C)(C)N1O.COCCNCCOC.COCCNCCOC.COCCNCCOC.COCCNCCOC.COCCNCCOC
HOMO energy	-8.1109	eV
orbital gap	8.65	eV
E	-4151.00664	Ha
LUMO energy	0.5	eV

Positions of all 240 atoms, in Å:
C -4.388 -7.745 -5.698
C -4.630 -6.296 -5.279
C -6.028 -5.835 -5.676
C -4.487 -6.296 -3.771
C -4.197 -4.932 -3.154
C -2.980 -4.303 -3.813
C -3.133 -4.216 -5.329
C -4.090 -3.072 -5.674
C -1.756 -3.916 -5.922
N -3.576 -5.495 -5.879
O -3.692 -5.477 -7.306
H -3.396 -8.101 -5.428
H -5.111 -8.439 -5.260
H -4.516 -7.811 -6.785
H -6.138 -5.779 -6.757
H -6.777 -6.514 -5.269
H -6.181 -4.841 -5.268
H -5.453 -6.604 -3.334
H -3.851 -7.080 -3.351
H -5.049 -4.256 -3.278
H -4.110 -5.055 -2.071
H -2.065 -4.812 -3.501
H -2.982 -3.284 -3.424
H -4.388 -3.149 -6.726
H -3.644 -2.085 -5.541
H -5.031 -3.136 -5.133
H -1.291 -3.025 -5.516
H -1.917 -3.811 -6.999
H -1.167 -4.828 -5.799
H -2.826 -5.755 -7.630
C -1.657 -1.302 3.898
C -1.989 -2.570 4.677
C -0.989 -2.500 5.834
C -3.381 -2.477 5.256
C -4.436 -2.832 4.194
C -4.168 -4.272 3.816
C -2.782 -4.469 3.222
C -2.496 -5.968 3.225
C -2.829 -3.998 1.735
N -1.743 -3.788 3.972
O -0.488 -3.891 3.335
H -1.894 -0.398 4.464
H -0.647 -1.263 3.478
H -2.193 -1.105 2.948
H 0.029 -2.383 5.446
H -1.088 -1.571 6.408
H -1.038 -3.346 6.522
H -3.563 -3.224 6.036
H -3.587 -1.459 5.584
H -5.452 -2.772 4.590
H -4.343 -2.091 3.392
H -4.859 -4.672 3.068
H -4.279 -4.897 4.710
H -2.681 -6.375 4.223
H -1.509 -6.244 2.854
H -3.208 -6.471 2.563
H -3.516 -3.159 1.593
H -3.238 -4.806 1.128
H -1.831 -3.727 1.399
H -0.031 -4.522 3.906
C 4.942 4.245 1.968
C 3.683 4.400 1.131
C 3.256 3.002 0.719
C 2.714 5.010 2.151
C 1.436 5.541 1.543
C 1.768 6.568 0.474
C 2.745 6.053 -0.574
C 1.953 5.252 -1.616
C 3.358 7.274 -1.255
N 3.848 5.328 0.050
O 4.794 4.836 -0.908
H 4.773 3.772 2.938
H 5.668 3.654 1.402
H 5.349 5.217 2.270
H 3.944 2.481 0.046
H 3.071 2.369 1.593
H 2.321 2.920 0.149
H 2.471 4.294 2.936
H 3.227 5.864 2.599
H 0.779 4.806 1.066
H 0.869 5.992 2.364
H 2.155 7.474 0.951
H 0.830 6.840 -0.013
H 2.594 4.745 -2.334
H 1.230 5.847 -2.175
H 1.413 4.424 -1.142
H 4.028 7.819 -0.594
H 2.605 7.919 -1.723
H 3.926 6.988 -2.153
H 5.620 5.225 -0.592
C 7.250 -1.411 2.379
C 6.172 -0.553 3.053
C 6.884 0.499 3.891
C 5.345 0.184 2.021
C 4.365 -0.738 1.283
C 3.443 -1.450 2.249
C 4.151 -2.090 3.442
C 3.118 -2.189 4.557
C 4.601 -3.527 3.076
N 5.260 -1.263 3.921
O 5.916 -1.913 5.011
H 7.964 -0.827 1.802
H 7.760 -1.996 3.149
H 6.812 -2.153 1.706
H 6.120 1.078 4.419
H 7.634 0.090 4.572
H 7.462 1.209 3.288
H 4.809 1.033 2.466
H 6.033 0.634 1.295
H 3.868 -0.138 0.513
H 4.978 -1.439 0.695
H 2.820 -2.160 1.705
H 2.750 -0.656 2.566
H 3.523 -2.758 5.401
H 2.261 -2.764 4.191
H 2.804 -1.240 4.994
H 4.579 -4.253 3.889
H 5.643 -3.484 2.761
H 4.022 -3.947 2.252
H 5.798 -1.306 5.752
C 5.036 0.503 -4.663
O 4.638 0.175 -5.963
C 4.386 1.324 -6.752
C 3.846 0.817 -8.077
N 3.662 1.834 -9.090
C 2.624 2.842 -8.973
C 1.247 2.194 -9.185
O 0.555 1.834 -7.990
C 0.018 2.935 -7.306
H 5.801 1.287 -4.658
H 5.313 -0.416 -4.161
H 4.188 0.937 -4.118
H 5.320 1.877 -6.907
H 3.617 1.939 -6.258
H 2.900 0.298 -7.909
H 4.584 0.101 -8.444
H 4.441 1.982 -9.689
H 2.794 3.594 -9.741
H 2.559 3.335 -7.991
H 1.393 1.322 -9.825
H 0.555 2.828 -9.775
H 0.697 3.352 -6.550
H -0.872 2.622 -6.756
H -0.324 3.754 -7.952
C -3.829 6.208 7.856
O -4.209 5.153 7.035
C -3.909 3.868 7.591
C -4.526 2.813 6.695
N -3.933 2.756 5.405
C -4.662 1.722 4.578
C -4.041 1.680 3.212
O -4.633 0.536 2.601
C -4.271 0.450 1.236
H -4.324 6.183 8.836
H -4.083 7.133 7.344
H -2.738 6.206 8.015
H -4.375 3.823 8.591
H -2.821 3.769 7.705
H -5.611 3.035 6.693
H -4.422 1.866 7.241
H -4.092 3.665 4.950
H -5.686 2.125 4.511
H -4.658 0.795 5.150
H -2.958 1.527 3.183
H -4.329 2.601 2.687
H -4.663 1.309 0.669
H -4.677 -0.483 0.851
H -3.181 0.469 1.068
C 4.089 -3.109 -5.865
O 3.332 -3.606 -4.793
C 2.231 -4.393 -5.192
C 1.472 -4.859 -3.962
N 1.775 -6.251 -3.651
C 0.872 -6.771 -2.665
C 1.136 -6.325 -1.245
O 0.539 -5.082 -0.988
C 0.597 -4.765 0.363
H 3.562 -2.316 -6.420
H 4.348 -3.887 -6.606
H 5.039 -2.719 -5.502
H 2.619 -5.343 -5.592
H 1.572 -3.899 -5.913
H 0.425 -4.870 -4.270
H 1.583 -4.222 -3.080
H 2.737 -6.393 -3.367
H 0.884 -7.866 -2.646
H -0.164 -6.509 -2.896
H 2.222 -6.242 -1.053
H 0.805 -7.057 -0.488
H 0.225 -3.746 0.449
H 1.591 -4.704 0.827
H -0.066 -5.431 0.922
C 0.170 1.250 1.513
O -0.217 0.675 0.273
C -0.332 -0.739 0.323
C -0.382 -1.409 -1.035
N -1.544 -0.823 -1.738
C -1.468 -0.959 -3.208
C -0.318 -0.352 -3.960
O -0.158 1.024 -3.844
C 1.117 1.293 -4.332
H -0.586 1.015 2.281
H 0.186 2.324 1.356
H 1.139 0.835 1.821
H -1.210 -1.017 0.923
H 0.578 -1.096 0.844
H -0.594 -2.450 -0.810
H 0.543 -1.181 -1.573
H -1.425 0.191 -1.617
H -2.405 -0.567 -3.624
H -1.470 -2.012 -3.500
H -0.449 -0.504 -5.046
H 0.586 -0.925 -3.701
H 1.552 2.249 -4.047
H 1.046 1.339 -5.434
H 1.833 0.486 -4.141
C -2.855 9.260 5.192
O -3.254 7.952 4.964
C -3.715 7.720 3.660
C -4.234 6.298 3.583
N -3.293 5.327 4.152
C -2.155 5.109 3.233
C -1.136 4.096 3.735
O -0.260 4.687 4.674
C -0.762 4.811 5.981
H -2.683 9.388 6.260
H -3.620 9.990 4.889
H -1.926 9.546 4.678
H -2.928 7.889 2.898
H -4.462 8.467 3.338
H -4.535 6.052 2.566
H -5.104 6.209 4.241
H -2.919 5.839 4.944
H -1.532 6.017 3.165
H -2.566 4.846 2.256
H -0.461 3.830 2.924
H -1.645 3.205 4.112
H -1.304 3.924 6.326
H -1.481 5.637 6.068
H 0.089 5.015 6.626


Entry from OMol25: a cluster of 2 separate species, C2H8N2O2 in total (ωB97M-V with the def2-TZVPD basis set).

relative energy (zero: lowest compared OMol25 entry of this formula, charge and spin)	1.085	eV
SMILES	NCC(N)=O.O
HOMO energy	-9.2809	eV
orbital gap	9.89	eV
E	-340.99054	Ha
LUMO energy	0.6	eV

Positions of all 14 atoms, in Å:
N 0.479 0.946 1.011
C 0.737 -0.410 0.430
C 1.634 -0.358 -0.866
N 1.618 0.692 -1.650
O 2.375 -1.273 -1.092
H 1.373 1.322 1.345
H 0.195 1.542 0.226
H 1.347 -0.938 1.190
H -0.184 -1.002 0.268
H 1.199 1.541 -1.261
H 2.141 0.736 -2.528
O -4.440 -0.899 0.600
H -3.513 -1.047 0.896
H -4.962 -0.852 1.432


Entry from OMol25: the ion C6H14N3S2 with charge +1 (ωB97M-V with the def2-TZVPD basis set).

relative energy (zero: lowest compared OMol25 entry of this formula, charge and spin)	0.000	eV
SMILES	CN(C)N1SSC=C1[NH+](C)C
HOMO energy	-11.2136	eV
orbital gap	8.20	eV
charge	+1
E	-1197.26656	Ha
LUMO energy	-3.0	eV

Positions of all 25 atoms, in Å:
C -1.349 -0.119 -1.835
N -1.060 0.742 -0.720
C -1.840 1.995 -0.824
N 0.386 0.990 -0.664
S 1.416 1.618 -1.956
S 2.854 0.087 -1.874
C 2.111 -0.681 -0.396
C 0.984 -0.118 -0.083
N 0.254 -0.518 1.097
C 0.002 -1.921 1.257
C 1.066 -0.067 2.408
H -1.492 -1.089 -1.358
H -2.180 0.324 -2.270
H -0.595 -0.181 -2.685
H -1.502 2.823 -0.217
H -1.863 2.429 -1.837
H -2.863 1.729 -0.415
H 2.686 -1.548 -0.116
H -0.645 0.160 0.966
H 1.073 -2.404 1.459
H -0.834 -2.131 1.975
H -0.344 -2.395 0.281
H 0.980 1.017 2.340
H 0.679 -0.513 3.349
H 2.076 -0.228 2.118


Entry from OMol25: a cluster of 8 separate species, C29H59O22 in total (ωB97M-V with the def2-TZVPD basis set).

relative energy (zero: lowest compared OMol25 entry of this formula, charge and spin)	0.000	eV
HOMO energy	-3.3269	eV
orbital gap	5.61	eV
charge	-1
E	-2795.71225	Ha
LUMO energy	2.3	eV

Positions of all 110 atoms, in Å:
C 1.222 -6.209 -13.630
O 1.618 -7.385 -13.116
H 0.179 -6.218 -14.046
H 1.150 -5.366 -12.883
H 1.869 -5.804 -14.453
C 3.272 -7.694 -19.351
C 1.902 -8.337 -19.646
O 1.225 -8.657 -18.454
C 0.477 -7.696 -17.911
O 0.559 -6.532 -18.161
O -0.376 -8.281 -17.098
C -1.256 -7.421 -16.373
H 3.876 -7.596 -20.256
H 3.858 -8.175 -18.569
H 3.126 -6.674 -18.981
H 2.175 -9.256 -20.165
H 1.376 -7.646 -20.303
H -1.459 -7.901 -15.420
H -2.153 -7.289 -16.975
H -0.816 -6.459 -16.120
C 2.175 -12.842 -13.250
C 1.489 -11.581 -13.725
O 2.044 -10.969 -14.888
C 2.950 -10.033 -14.601
O 3.665 -9.991 -13.646
O 2.930 -9.130 -15.565
C 3.775 -8.014 -15.455
H 3.084 -12.657 -12.677
H 2.371 -13.616 -13.993
H 1.481 -13.332 -12.556
H 1.393 -10.861 -12.913
H 0.467 -11.862 -13.990
H 3.793 -7.407 -16.352
H 4.798 -8.266 -15.160
H 3.415 -7.405 -14.614
C 4.889 -4.196 -11.651
C 4.464 -5.388 -12.497
O 5.596 -6.130 -12.941
C 5.752 -7.391 -12.540
O 5.129 -7.963 -11.696
O 6.768 -7.896 -13.258
C 7.056 -9.261 -13.063
H 3.973 -3.679 -11.379
H 5.467 -3.619 -12.387
H 5.588 -4.391 -10.842
H 3.825 -5.041 -13.308
H 3.850 -6.090 -11.921
H 7.167 -9.477 -12.000
H 8.019 -9.437 -13.538
H 6.310 -9.935 -13.481
C 0.265 -3.856 -9.367
C 1.414 -4.821 -9.593
O 1.996 -5.080 -8.320
C 2.986 -5.967 -8.217
O 3.480 -6.620 -9.084
O 3.245 -6.096 -6.903
C 4.283 -7.009 -6.539
H -0.485 -4.220 -8.657
H -0.243 -3.611 -10.298
H 0.594 -2.933 -8.877
H 2.104 -4.328 -10.276
H 1.010 -5.734 -10.034
H 5.232 -6.488 -6.680
H 4.246 -7.892 -7.173
H 4.132 -7.219 -5.485
C 5.055 0.648 -19.177
C 4.720 0.871 -17.711
O 3.690 0.000 -17.269
C 4.033 -1.240 -16.939
O 5.161 -1.682 -16.964
O 2.966 -1.908 -16.542
C 3.119 -3.272 -16.194
H 4.172 0.969 -19.739
H 5.354 -0.362 -19.435
H 5.840 1.333 -19.507
H 4.365 1.876 -17.502
H 5.619 0.695 -17.113
H 3.401 -3.901 -17.038
H 2.176 -3.617 -15.781
H 3.883 -3.414 -15.426
C 0.835 -9.553 -6.486
C 0.323 -8.125 -6.694
O -0.618 -8.082 -7.750
C -0.127 -8.266 -8.985
O 1.015 -8.354 -9.303
O -1.172 -8.323 -9.814
C -0.838 -8.724 -11.155
H 1.300 -9.728 -5.512
H 1.644 -9.742 -7.194
H 0.010 -10.255 -6.584
H 1.129 -7.404 -6.828
H -0.186 -7.837 -5.772
H -1.745 -8.581 -11.733
H -0.543 -9.780 -11.158
H 0.040 -8.204 -11.560
C 1.862 -2.220 -12.353
C 3.002 -1.442 -12.958
O 3.131 -0.147 -12.364
C 3.961 0.680 -12.961
O 4.750 0.395 -13.818
O 3.816 1.891 -12.439
C 4.739 2.875 -12.832
H 2.014 -3.296 -12.437
H 0.923 -2.019 -12.877
H 1.630 -1.933 -11.326
H 2.872 -1.372 -14.041
H 3.955 -1.960 -12.853
H 5.773 2.557 -12.945
H 4.705 3.673 -12.092
H 4.426 3.334 -13.774


Entry from OMol25: a cluster of 2 separate species, C7H19BN2 in total (ωB97M-V with the def2-TZVPD basis set).

relative energy (zero: lowest compared OMol25 entry of this formula, charge and spin)	1.884	eV
HOMO energy	-7.4455	eV
orbital gap	8.22	eV
E	-412.38803	Ha
LUMO energy	0.8	eV

Positions of all 29 atoms, in Å:
B -0.335 0.051 -0.044
C 2.535 0.060 1.272
C 2.652 -0.189 -1.242
C -0.885 2.568 -0.455
C -2.267 1.212 0.938
C -2.249 -1.591 -0.588
C -0.104 -2.480 0.093
C 1.847 0.442 -0.065
N -1.130 1.244 0.093
N -0.872 -1.233 -0.168
H 2.062 0.349 2.137
H 3.489 0.666 1.344
H 2.898 -0.874 1.382
H 2.312 -0.032 -2.221
H 3.648 0.016 -1.182
H 2.642 -1.205 -0.996
H 0.022 2.659 -1.104
H -1.817 2.836 -1.083
H -0.710 3.286 0.394
H -2.251 2.070 1.629
H -3.246 1.487 0.493
H -2.339 0.300 1.378
H -2.361 -2.333 -1.498
H -2.714 -2.023 0.260
H -2.762 -0.805 -0.982
H -0.518 -2.888 1.030
H -0.116 -3.037 -0.832
H 0.920 -2.035 0.326
H 1.649 1.476 -0.308


Entry from OMol25: a structure of composition C5H10N2O (ωB97M-V with the def2-TZVPD basis set).

relative energy (zero: lowest compared OMol25 entry of this formula, charge and spin)	8.702	eV
HOMO energy	-9.4634	eV
orbital gap	9.10	eV
E	-380.96565	Ha
LUMO energy	-0.4	eV

Positions of all 18 atoms, in Å:
C -0.172 0.600 0.141
C 1.133 1.107 -0.381
C 1.063 -1.234 -0.409
C -0.315 -0.793 0.048
C -0.332 -0.010 1.383
H -1.503 0.944 -1.419
H -2.077 1.347 0.102
H 1.644 1.911 0.365
H 1.235 1.103 -1.608
H 1.942 -0.285 1.067
H 1.138 -1.892 0.392
H 1.327 -1.444 -1.578
H -2.385 -0.465 -1.308
H -1.343 0.021 1.966
H 0.546 0.049 2.137
N -1.183 1.526 -0.292
N 1.959 -0.093 -0.067
O -1.777 -1.168 -0.287